Entry 1:
82
Properties=species:S:1:pos:R:3 method="wB97M-V/def2-TZVPD" molar_mass_g_mol=560.8 charge=-1 homo_lumo_gap_ev="2.081 / 6.638" spin_multiplicity=2
N 12.510 -18.964 12.968
C 13.084 -18.608 14.109
C 12.486 -17.472 14.522
C 11.279 -17.422 13.914
C 11.315 -18.272 12.910
H 13.041 -19.548 12.339
H 14.016 -19.117 14.307
H 12.888 -16.764 15.232
H 10.597 -16.634 14.195
H 10.783 -18.357 11.973
N 7.265 -17.851 11.227
C 8.193 -18.609 10.598
C 8.774 -17.845 9.588
C 7.865 -16.785 9.427
C 7.080 -16.717 10.547
H 6.761 -18.144 12.052
H 8.469 -19.592 10.950
H 9.554 -18.098 8.885
H 7.897 -16.101 8.591
H 6.368 -15.970 10.866
N 8.810 -16.523 5.906
C 8.775 -15.963 4.667
C 9.959 -15.166 4.621
C 10.773 -15.530 5.684
C 10.029 -16.315 6.503
H 8.138 -17.065 6.430
H 7.906 -16.062 4.033
H 10.267 -14.628 3.737
H 11.818 -15.313 5.848
H 10.362 -16.915 7.338
N 4.082 -20.070 12.260
C 4.766 -19.214 13.082
C 5.601 -19.970 13.888
C 5.530 -21.316 13.486
C 4.531 -21.283 12.553
H 3.300 -19.860 11.656
H 4.640 -18.142 13.108
H 6.100 -19.610 14.775
H 6.129 -22.154 13.812
H 4.085 -22.157 12.102
N 1.454 -17.323 12.261
C 1.769 -16.176 12.934
C 2.666 -15.542 12.181
C 2.973 -16.276 11.033
C 2.145 -17.351 11.109
H 0.665 -17.914 12.478
H 1.276 -15.997 13.877
H 3.058 -14.572 12.449
H 3.782 -16.054 10.354
H 2.013 -18.140 10.384
N 5.408 -15.188 16.844
C 5.233 -15.586 15.571
C 6.165 -16.564 15.159
C 6.884 -16.889 16.301
C 6.485 -15.981 17.296
H 4.819 -14.477 17.253
H 4.416 -15.127 15.034
H 6.421 -17.059 14.233
H 7.812 -17.413 16.473
H 6.993 -15.858 18.242
N 5.894 -17.338 6.509
C 5.096 -17.563 7.486
C 3.840 -18.086 7.298
C 3.329 -18.387 6.051
C 4.218 -18.163 5.014
C 5.492 -17.678 5.237
H 5.517 -17.094 8.363
H 3.171 -18.219 8.136
H 2.461 -19.012 5.901
H 4.107 -18.421 3.972
H 6.105 -17.534 4.359
N 11.521 -22.946 14.084
C 12.323 -23.464 13.128
C 12.125 -23.186 11.761
C 11.156 -22.272 11.327
C 10.271 -21.784 12.279
C 10.511 -22.080 13.634
H 13.064 -24.162 13.488
H 12.844 -23.538 11.036
H 11.121 -22.110 10.260
H 9.392 -21.251 11.946
H 9.815 -21.844 14.425

***

Entry 2:
14
Properties=species:S:1:pos:R:3 method="wB97M-V/def2-TZVPD" molar_mass_g_mol=75.1 homo_lumo_gap_ev=8.365 relative_energy_kj_mol=385.4
C -0.220 1.516 2.106
C -0.088 -2.008 -1.818
N -0.344 0.984 0.768
N 0.054 -0.541 -1.401
N 0.633 0.276 -2.074
H 0.892 1.612 2.366
H -0.604 2.410 2.483
H -0.692 0.656 2.622
H 0.800 -2.536 -1.722
H -0.734 -2.387 -1.018
H -0.409 -1.907 -2.872
H -1.175 1.317 0.263
H -0.093 -0.508 -0.288
H 0.300 1.564 0.203

***

Entry 3:
35
Properties=species:S:1:pos:R:3 method="wB97M-V/def2-TZVPD" molar_mass_g_mol=288.3 homo_lumo_gap_ev=10.312 relative_energy_kj_mol=124.6
C -0.251 -3.324 -0.316
O 0.466 -2.106 -0.592
C 0.380 -1.204 0.371
O -0.002 -1.432 1.472
N 0.775 0.098 -0.029
C 0.369 0.436 -1.407
C -1.145 0.551 -1.451
C -1.681 1.579 -0.445
C -2.244 0.974 0.835
S -3.759 0.108 0.642
O -3.619 -0.946 -0.321
O -4.265 -0.263 1.929
O -4.683 1.250 0.034
C 2.164 0.355 0.266
C 2.514 0.931 1.482
C 3.861 1.193 1.727
N 4.851 0.915 0.881
C 4.492 0.341 -0.270
C 3.180 0.048 -0.634
H -0.216 -3.916 -1.221
H -1.282 -3.104 -0.064
H 0.248 -3.868 0.476
H 0.805 1.391 -1.686
H 0.721 -0.308 -2.119
H -1.587 -0.432 -1.310
H -1.420 0.863 -2.456
H -0.857 2.223 -0.144
H -2.401 2.222 -0.943
H -2.429 1.762 1.560
H -1.562 0.264 1.293
H -5.584 0.898 0.115
H 1.755 1.161 2.211
H 4.133 1.659 2.663
H 5.287 0.086 -0.958
H 2.987 -0.406 -1.591

***

Entry 4:
23
Properties=species:S:1:pos:R:3 method="wB97M-V/def2-TZVPD" molar_mass_g_mol=130.2 homo_lumo_gap_ev="7.503 / 7.228" relative_energy_kj_mol=620.7
C -2.134 1.349 -0.555
C 0.648 2.308 -0.035
C 2.004 0.252 0.497
C -0.409 -1.611 1.154
C -1.495 -1.906 -0.934
C 0.560 0.795 0.396
N -0.309 0.177 -0.558
N -0.511 -1.122 -0.231
O -2.399 1.677 0.540
H -2.611 1.283 -1.505
H -0.006 2.364 -0.956
H 0.266 3.007 0.698
H 1.583 2.665 -0.342
H 1.993 -0.714 0.844
H 2.495 1.016 1.069
H 2.298 0.232 -0.510
H -1.294 -1.634 1.721
H -0.238 -2.749 1.138
H 0.319 -1.095 1.658
H -1.244 -2.931 -0.782
H -2.476 -1.647 -0.409
H -1.378 -1.548 -1.904
H 0.043 0.806 1.319

***

Entry 5:
10
Properties=species:S:1:pos:R:3 method="wB97M-V/def2-TZVPD" molar_mass_g_mol=134.6 homo_lumo_gap_ev="6.959 / 6.990" relative_energy_kj_mol=643.0
C 0.731 0.029 0.976
C -0.423 -0.378 0.531
C 1.403 1.036 -1.374
N -0.772 -0.141 -0.795
N -1.426 -1.100 1.164
S -0.088 0.602 -1.967
Cl 2.798 1.653 -2.204
H 1.631 0.544 1.089
H -1.745 -0.948 2.138
H -2.110 -1.298 0.441

***

Entry 6:
23
Properties=species:S:1:pos:R:3 method="wB97M-V/def2-TZVPD" molar_mass_g_mol=203.6 homo_lumo_gap_ev=8.082 relative_energy_kj_mol=468.9
C -1.246 1.013 2.124
C -2.037 0.261 0.918
C -1.187 0.458 -0.443
C -1.383 1.924 -1.125
C 0.362 0.053 -0.316
N 1.515 0.800 0.077
N 2.530 -0.136 -0.078
Cl 4.210 0.061 0.175
C 2.042 -1.421 -0.532
C 2.796 -2.792 -0.872
O 3.464 -3.429 0.023
O 2.641 -3.254 -2.185
N 0.606 -1.346 -0.687
H -0.463 0.276 2.543
H -1.993 1.301 2.941
H -0.638 1.909 1.718
H -2.028 -0.871 1.150
H -3.094 0.662 0.750
H -1.643 -0.289 -1.209
H -0.401 2.521 -1.186
H -2.211 2.529 -0.593
H -1.747 1.808 -2.221
H -0.096 -2.040 -0.973

***

Entry 7:
55
Properties=species:S:1:pos:R:3 method="wB97M-V/def2-TZVPD" molar_mass_g_mol=392.5 homo_lumo_gap_ev=8.771 relative_energy_kj_mol=1972.0
C -3.987 -0.144 2.185
H -4.036 0.052 3.154
H -4.404 -0.973 1.824
C -4.530 0.976 1.231
C -4.380 0.550 -0.369
O -5.398 0.329 -0.872
N -3.240 0.645 -0.600
C -1.915 1.152 -0.421
C -1.542 1.687 0.826
C -0.099 1.854 1.119
C 0.740 1.828 0.167
C 0.303 1.235 -1.189
C -0.910 0.713 -1.407
C -1.555 0.433 -2.491
H -1.222 -0.679 -2.862
H -1.424 0.928 -3.275
C -3.029 0.200 -2.123
H -3.668 1.021 -2.701
H -3.440 -0.506 -2.349
H 1.083 0.971 -1.755
S 2.458 1.915 0.555
O 2.503 3.405 1.148
O 2.799 1.082 1.751
C 3.569 1.649 -0.587
C 4.086 0.322 -1.020
H 4.908 0.037 -1.582
H 4.553 -0.274 0.182
C 2.954 -0.627 -1.090
O 2.480 -1.089 -2.080
N 2.359 -1.312 0.115
H 2.602 -0.787 0.896
C 1.155 -2.196 -0.140
C 1.675 -3.590 0.103
C 0.419 -4.693 -0.022
C -0.595 -4.315 1.109
C -0.965 -2.588 1.060
C 0.226 -1.852 0.934
H 0.699 -1.973 2.334
H -0.139 -0.774 1.055
H -1.817 -2.441 1.930
H -1.449 -2.699 0.239
H -0.238 -4.357 2.317
H -1.527 -4.949 1.050
H 0.725 -5.743 0.113
H -0.145 -4.387 -1.045
H 2.323 -3.844 1.017
H 2.425 -3.950 -0.687
H 0.844 -2.162 -0.952
H 4.489 2.374 -0.698
H 2.978 1.953 -1.619
H 0.235 2.347 2.020
H -2.150 1.938 1.663
H -5.474 1.155 1.325
H -4.061 1.875 1.627
H -2.859 -0.366 2.041

***

Entry 8:
13
Properties=species:S:1:pos:R:3 method="wB97M-V/def2-TZVPD" molar_mass_g_mol=61.1 charge=+1 homo_lumo_gap_ev=11.688 relative_energy_kj_mol=81.7
N 1.751 0.076 -1.483
H 0.772 0.112 -0.212
H 2.707 -0.192 -1.267
H 1.824 1.036 -1.815
H 1.540 -0.451 -2.331
C -2.262 0.025 0.832
C -1.043 -0.410 0.598
N 0.282 0.241 0.754
H -2.632 0.896 1.357
H -3.030 -0.737 0.760
H -0.891 -1.439 0.295
H 0.226 1.195 1.077
H 0.756 -0.352 1.434